Entry from the OMol25 dataset: a cluster of 2 separate species, C4H12N3 in total (wB97M-V/def2-TZVPD).

XYZ file:
```
19
Properties=species:S:1:pos:R:3:forces:R:3:mulliken_charge:R:1
C 3.3397 0.7694 0.2468 2.9 -1.5 3.5 -0.690
C -2.5953 0.9456 -0.4326 -4.0 -3.2 2.3 -1.096
C -1.5902 0.5209 0.6421 -0.4 3.6 0.5 -0.304
C 0.2040 -1.0345 0.1761 -0.4 -1.8 -0.6 0.417
N 2.2070 0.9342 -0.3015 -2.7 1.1 -4.1 -0.351
N 0.6319 -2.2160 -0.2094 -0.5 -1.4 -0.9 -0.323
N -1.0692 -0.7895 0.3943 1.1 1.6 0.2 -0.190
H 4.1957 1.2281 -0.0860 2.1 0.7 -1.8 0.361
H 3.5094 0.0762 0.9778 0.4 -1.3 2.5 0.364
H -3.5395 1.4476 -0.0808 1.4 0.1 0.2 0.325
H -2.2901 1.4051 -1.2854 1.5 1.4 -2.2 0.355
H -3.1187 0.0090 -0.7815 0.5 0.5 0.0 0.275
H -1.9988 0.6121 1.6725 0.0 -0.4 -0.7 0.316
H -0.8811 1.3545 0.5678 0.8 -0.8 0.4 0.273
H 1.0711 -0.3739 0.2050 -1.1 1.0 0.4 0.226
H 1.5572 -2.3827 -0.6023 -0.2 0.5 0.5 0.279
H -0.0380 -2.9173 -0.5194 0.1 0.1 0.3 0.245
H 2.3155 1.7403 -0.8874 -2.2 1.4 -0.2 0.244
H -1.9107 -1.3293 0.3039 0.6 -1.7 -0.4 0.275
```
Forces are in eV/Å.

Charge = +1
LUMO (spin up / spin down) = -0.122 / -0.250 Ha
Relative energy (zero: lowest compared OMol25 entry of this formula, charge and spin) = 52.6 kcal/mol
Spin multiplicity = 3
Strongest force on any atom = 0.109 Eh/bohr
⟨S²⟩ = 2.005
M = 102.161 g/mol
HOMO (spin up / spin down) = -9.79 / -15.05 eV

***

Entry from the OMol25 dataset: a structure of composition C24H26Br2N8RuS2 (wB97M-V/def2-TZVPD).

XYZ file:
```
63
Properties=species:S:1:pos:R:3:forces:R:3:mulliken_charge:R:1
Ru 13.9123 10.7346 9.0741 0.0 0.9 0.3 0.243
C 9.8202 5.7191 7.8906 1.1 0.5 0.5 -1.090
C 10.4708 6.5661 8.9685 1.2 0.2 1.1 -0.562
N 11.8561 7.1050 8.6281 -3.8 -2.1 0.3 0.011
C 12.2127 8.3511 8.7169 0.2 0.4 0.2 0.372
S 13.9591 8.5417 8.8771 0.2 -0.3 0.0 -0.072
N 11.3104 9.3086 8.7296 0.8 -0.3 0.1 -1.025
N 11.9293 10.5359 8.6977 -0.4 -1.6 0.1 0.591
C 11.1698 11.5396 8.4911 0.9 2.6 -0.5 0.377
C 9.6822 11.4844 8.3638 -0.3 -0.4 2.2 -1.519
C 12.0085 12.7903 8.2189 -1.9 -0.8 0.6 0.814
C 11.3641 13.9553 7.8420 0.2 -0.2 0.1 -0.810
C 12.1866 15.0249 7.4794 -1.8 -1.1 0.3 -0.442
C 13.5282 14.8926 7.5952 0.8 0.2 0.0 -0.993
C 14.0968 13.7307 8.0598 -1.2 -0.3 -0.1 -0.264
N 13.3436 12.6691 8.3449 0.1 0.3 -0.1 0.177
H 8.9771 5.3081 8.4066 -0.9 -0.3 -0.3 0.373
H 10.4491 4.9029 7.5643 0.2 -0.2 -0.2 0.326
H 9.5811 6.3659 7.0455 -0.3 -0.3 0.0 0.294
H 10.6201 6.0567 9.9760 -0.2 0.1 -1.4 0.353
H 9.7910 7.3629 9.2034 0.1 0.7 -0.1 0.350
H 12.4317 6.3035 8.5870 1.6 0.0 -0.1 0.252
H 9.2079 12.3160 7.9000 0.1 0.7 -0.6 0.464
H 9.1514 11.4209 9.3871 1.1 -0.1 -1.3 0.288
H 9.4378 10.5843 7.8423 -0.3 -0.6 -0.3 0.375
H 10.2591 13.9584 7.8442 1.0 0.3 -0.2 0.277
H 11.7317 15.8995 7.1006 -0.2 1.0 -0.3 0.492
H 14.1300 15.7144 7.3168 0.8 0.6 -0.2 0.444
H 15.1322 13.6217 8.1804 1.3 -0.1 0.2 0.691
S 13.9755 11.1262 11.4995 1.4 -0.3 -0.4 -0.200
C 15.7366 10.7849 11.4653 0.6 0.0 1.4 0.458
N 16.2534 10.5165 12.7584 -1.6 0.6 -2.3 -1.050
N 17.2831 9.7238 12.8754 1.8 0.9 1.0 0.418
C 17.7607 8.6296 12.1439 -2.6 -0.5 -1.0 0.583
C 16.7350 7.9368 11.4136 0.7 1.5 0.2 0.012
C 17.0574 6.8716 10.6139 0.6 0.1 1.1 -0.644
C 18.3681 6.4347 10.6698 1.4 -1.4 0.0 -0.452
C 19.3703 7.0371 11.4921 -0.6 -1.2 -1.6 -0.584
C 19.0815 8.1862 12.1826 -0.4 0.5 -0.1 -0.598
N 16.6005 10.8885 10.4330 -1.5 -0.8 2.1 -0.884
N 16.0178 10.8029 9.2577 -1.3 0.9 -0.4 0.836
C 16.9012 10.6937 8.2349 1.5 -0.3 -1.3 0.471
C 16.5798 11.1361 6.9118 0.7 -1.3 2.0 -0.365
C 17.5352 11.0717 5.9385 1.8 0.7 -0.6 -0.848
C 18.8216 10.6168 6.2553 0.8 -0.6 -0.8 -0.567
C 19.0872 10.1188 7.5524 2.9 -0.6 -1.2 -0.564
C 18.2061 10.1465 8.5626 -3.4 1.6 -1.5 -0.472
H 17.8303 10.0523 13.6636 0.2 -0.5 0.0 0.293
H 15.7245 8.3511 11.3725 0.3 -0.3 0.4 0.538
H 16.2763 6.3062 10.1449 -0.1 -0.1 -0.6 0.464
H 18.6048 5.5142 10.0878 0.1 0.8 0.6 0.364
H 20.3699 6.5806 11.5171 -0.5 0.4 -0.1 0.369
H 19.8750 8.7753 12.6171 -0.1 0.0 0.5 0.411
H 15.6009 11.4405 6.6912 -1.3 0.6 -0.2 0.623
H 17.4224 11.5541 4.9658 -0.4 -0.5 0.2 0.416
H 19.6434 10.5690 5.4433 -1.5 0.2 1.6 0.293
H 20.1034 9.6955 7.7438 -0.9 0.4 -0.2 0.343
H 18.2477 9.8744 9.5709 1.0 -0.7 1.1 0.622
Br 13.8560 8.0614 4.8847 -0.3 0.0 -0.3 -0.117
C 15.2171 7.3713 6.0208 -0.2 0.1 0.8 0.554
Br 14.8227 5.6054 6.7471 0.2 0.1 -0.4 -0.158
H 15.1556 7.9744 6.9189 0.5 0.1 -0.3 -0.827
H 16.1715 7.4405 5.5130 0.0 -0.4 0.1 0.471
```
Forces are in eV/Å.

Charge = +1
LUMO (spin up / spin down) = -0.123 / -0.175 Ha
Relative energy (zero: lowest compared OMol25 entry of this formula, charge and spin) = 23.7 kcal/mol
Spin multiplicity = 6
Strongest force on any atom = 0.085 Eh/bohr
⟨S²⟩ = 8.816
M = 751.540 g/mol
HOMO (spin up / spin down) = -9.66 / -11.14 eV

***

Entry from the OMol25 dataset: the ion C3H8NO2 with charge -1 (wB97M-V/def2-TZVPD).

XYZ file:
```
14
Properties=species:S:1:pos:R:3:forces:R:3:mulliken_charge:R:1
O -1.2811 -0.2888 -2.2855 0.0 0.0 0.2 -0.884
C -0.4605 0.6218 -1.7637 -0.7 -1.3 -0.2 -0.577
N 0.4627 0.1231 -0.6693 0.6 0.0 0.3 -0.380
C -0.2655 -0.4304 0.4665 0.2 1.3 0.0 -0.437
C 0.1232 0.2785 1.7600 0.0 -1.2 0.5 -0.483
O 1.3270 -0.2903 2.3221 0.1 0.4 0.0 -0.565
H -1.0239 1.4277 -1.2331 0.3 0.5 -0.2 0.269
H 0.2377 0.9879 -2.5314 0.3 0.8 0.0 0.319
H 1.0826 -0.5752 -1.0626 -0.3 -0.1 -0.2 0.232
H -1.3248 -0.2275 0.2778 -0.1 -0.5 0.0 0.382
H -0.0630 -1.4838 0.6476 -0.3 -0.3 -0.2 0.234
H 0.2461 1.3471 1.6231 -0.1 0.2 -0.1 0.290
H -0.6269 0.0563 2.5330 0.0 0.3 -0.1 0.282
H 2.0369 -0.0769 1.7082 0.0 0.0 -0.1 0.316
```
Forces are in eV/Å.

Charge = -1
LUMO = 0.145 Ha
SMILES = [O-]CNCCO
Relative energy (zero: lowest compared OMol25 entry of this formula, charge and spin) = 62.6 kcal/mol
Spin multiplicity = 1
Strongest force on any atom = 0.029 Eh/bohr
M = 90.102 g/mol
HOMO = -2.45 eV

***

Entry from the OMol25 dataset: a structure of composition C5H9CuO5 (wB97M-V/def2-TZVPD).

XYZ file:
```
20
Properties=species:S:1:pos:R:3:forces:R:3:mulliken_charge:R:1
C 1.7072 -1.9762 -0.2114 -0.1 0.0 -0.2 -1.064
C 1.5052 -0.9570 0.9041 0.7 -0.2 0.0 -0.261
O 0.1435 -0.7579 1.1624 -0.9 0.0 0.9 -0.346
Cu -1.4647 -1.0489 2.3113 0.7 0.1 -0.5 0.419
H 2.7793 -2.1584 -0.3755 -0.3 0.0 0.0 0.372
H 1.2007 -2.9196 0.0424 0.3 0.2 0.0 0.240
H 1.2565 -1.6134 -1.1479 0.3 -0.1 0.2 0.323
H 2.0033 -0.0056 0.6239 -0.3 -0.3 0.1 0.160
H 2.0496 -1.2998 1.8046 -0.4 0.1 -0.1 0.369
C -0.8463 0.1813 -0.1290 -0.2 -0.9 -0.2 0.419
C -0.2946 1.5205 0.3305 -0.1 0.1 -1.1 -0.411
O -0.9860 2.5708 -0.3323 1.1 0.4 1.3 -0.362
C -1.1858 2.3147 -1.6628 -3.5 -0.7 -0.8 0.572
O -1.0644 1.0573 -1.9229 0.5 0.1 0.2 -0.625
O -1.7765 3.1518 -2.3278 1.5 0.0 0.3 -0.634
O -2.1093 -0.0528 0.4413 0.5 0.3 -0.2 -0.563
H -0.5801 -0.6128 -0.8342 0.3 0.9 0.4 0.556
H 0.7684 1.5553 0.0657 -0.2 0.0 0.3 0.216
H -0.4621 1.6461 1.4069 0.1 -0.1 -0.3 0.281
H -2.6440 -0.5951 -0.1493 0.0 0.0 -0.2 0.340
```
Forces are in eV/Å.

LUMO = -0.072 Ha
Relative energy (zero: lowest compared OMol25 entry of this formula, charge and spin) = 34.0 kcal/mol
Spin multiplicity = 1
Strongest force on any atom = 0.071 Eh/bohr
M = 212.668 g/mol
HOMO = -8.52 eV